No. 1
Molecular formula: C49H71BrF2N10OP
Method: DFT, ωB97M-V/def2-TZVPD

Geometry (Å):
1 C 2.006 2.849 -2.353
2 C -4.474 -3.488 -0.001
3 C -1.478 7.553 2.725
4 H 3.005 -6.154 4.528
5 C -1.167 -9.381 2.624
6 C -1.285 9.143 4.306
7 H -3.311 9.974 3.895
8 H -0.190 0.557 -3.515
9 C -8.522 4.300 -3.219
10 H 2.177 3.912 -2.257
11 Br -2.296 2.126 -4.047
12 C 3.532 -8.183 3.766
13 C 2.095 0.748 -0.723
14 H -1.597 4.921 -1.000
15 C 4.051 6.567 -3.654
16 C 5.566 -2.959 2.414
17 N 3.588 -2.651 1.468
18 C -5.891 -3.020 1.665
19 H -1.522 -1.889 0.741
20 H 6.200 -5.707 -0.771
21 H 7.717 -7.670 -1.097
22 H 3.769 -6.203 -1.162
23 C 4.634 8.188 -5.076
24 C -2.551 -2.798 2.344
25 C -0.428 3.124 -0.473
26 C 4.499 -8.259 -1.607
27 C -2.512 9.276 3.715
28 C 0.664 1.210 -3.670
29 H -1.365 6.737 2.036
30 H -4.818 2.457 -2.254
31 N -5.291 -2.531 0.537
32 H -4.618 2.299 -0.052
33 H 1.414 5.210 -0.927
34 H -1.602 -10.365 2.579
35 H 0.518 2.947 0.019
36 H 0.649 1.477 -4.723
37 H 0.354 7.671 3.905
38 P -4.462 1.553 -1.237
39 H 1.581 0.673 -3.472
40 H -3.557 -2.683 1.974
41 H 1.031 -9.735 2.470
42 H 0.240 3.302 -3.501
43 H -1.100 2.532 1.479
44 H -9.134 6.313 -3.089
45 H 4.826 -4.212 0.718
46 H -4.017 -5.524 0.636
47 C -7.622 5.723 -1.745
48 H 5.284 -1.302 3.895
49 H 6.150 -9.761 -1.794
50 N -0.467 2.325 -1.753
51 H -2.674 -3.834 4.256
52 H 2.881 0.221 -0.186
53 C -0.654 -3.276 3.463
54 H -2.358 3.287 -1.925
55 C 0.593 2.518 -2.842
56 C -0.629 8.049 3.679
57 H 1.046 5.732 -3.229
58 H 1.249 0.765 -0.032
59 C -7.586 3.603 -2.504
60 H 3.748 5.021 -5.167
61 H -0.155 6.927 -2.729
62 N -8.536 5.583 -2.749
63 H -3.915 -3.297 -0.901
64 N -2.622 8.307 2.755
65 H 2.886 -1.035 2.670
66 H -2.873 0.917 0.734
67 C 4.550 -6.937 -1.264
68 H -9.182 3.990 -4.010
69 C 3.531 -6.817 3.861
70 C 4.723 -3.412 1.432
71 H -0.637 5.283 -3.017
72 C 0.172 -9.095 2.567
73 H 4.517 -5.349 2.712
74 C 4.910 -1.880 3.067
75 C -1.858 -8.146 2.755
76 H 0.313 6.493 -0.565
77 C -2.073 -3.377 3.488
78 H -6.578 -2.419 2.234
79 H 1.197 -7.257 2.652
80 N -1.472 -2.346 1.630
81 C 4.377 7.069 -5.820
82 H -7.490 6.664 -1.240
83 H -2.374 3.230 0.518
84 H -0.279 1.362 -1.467
85 C -1.918 2.327 -2.171
86 H -5.420 -1.608 0.162
87 C -7.013 4.509 -1.567
88 C 4.903 -7.364 2.180
89 N 0.314 -7.739 2.656
90 C 2.593 2.147 -1.105
91 H -1.306 0.399 0.145
92 H 3.853 6.125 -2.691
93 H -0.901 9.758 5.101
94 H 2.795 -2.776 0.868
95 H 0.033 -3.638 4.209
96 H 5.583 -7.190 1.368
97 H 6.535 -3.364 2.649
98 C 0.411 5.567 -1.128
99 C -0.313 -2.640 2.302
100 C -0.642 4.654 -0.544
101 C 5.831 -8.756 -1.578
102 C 3.690 -1.721 2.466
103 C -4.547 -4.600 0.795
104 C 4.406 -8.532 2.700
105 H 2.459 2.797 -0.241
106 C -2.608 1.236 -1.351
107 O -5.203 0.286 -1.195
108 C 6.650 -7.717 -1.228
109 H 3.607 -8.812 -1.846
110 H 3.669 2.099 -1.245
111 H 4.547 8.511 -2.993
112 H -1.017 -6.082 2.854
113 C -5.448 -4.303 1.853
114 H 2.641 2.581 -3.198
115 H 4.945 9.175 -5.370
116 C -2.051 1.192 0.078
117 C 4.008 6.037 -4.916
118 N 5.863 -6.612 -1.038
119 C 0.168 5.899 -2.614
120 F -0.764 4.976 0.804
121 H -5.738 -4.958 2.657
122 H 2.964 -8.856 4.386
123 H -3.422 8.170 2.168
124 N 4.358 -6.328 2.887
125 N 4.432 7.876 -3.761
126 F -2.439 0.015 -1.940
127 H 4.636 -9.523 2.347
128 H 4.452 6.995 -6.892
129 C -0.916 -7.152 2.772
130 H -6.249 4.291 -0.837
131 H 1.827 0.111 -1.560
132 H -7.350 2.559 -2.633
133 C -1.515 2.561 0.480
134 H -2.924 -8.005 2.830
135 H 0.648 -2.376 1.895

Its HOMO energy is -0.3289 Ha. The charge is +1. The total energy is -153670.0713 eV. The value obtained for the frontier orbital gap is 6.058 eV.


No. 2
Molecular formula: C49H72BaN2O3S4
Method: DFT, ωB97M-V/def2-TZVPD

Geometry (Å):
1 C -6.092 0.285 -2.485
2 C 1.140 0.100 -5.744
3 H 0.061 -0.011 -7.571
4 H 2.197 3.628 -6.835
5 C 1.072 -5.138 1.929
6 H -3.098 -1.097 -3.431
7 H 2.120 -1.043 6.274
8 C -0.367 5.128 -1.615
9 H 0.420 3.590 -2.981
10 H 3.761 -5.150 1.646
11 H 6.462 -3.068 -1.909
12 C 4.253 2.344 -2.305
13 H -1.530 -1.823 6.040
14 S 3.754 0.626 -2.854
15 H 3.124 -3.769 0.720
16 H 2.035 0.525 5.478
17 C -0.404 3.729 -2.282
18 S 2.955 1.611 0.197
19 H -7.024 -1.944 1.059
20 H -4.290 1.642 -4.002
21 C -0.572 5.146 -0.100
22 C 3.579 2.810 -1.007
23 H -0.312 1.490 4.840
24 H 4.711 1.373 1.843
25 O -1.767 -0.133 -1.775
26 C -4.855 -1.510 3.696
27 H -1.323 3.607 -2.862
28 C 1.392 -2.801 2.695
29 C 0.708 0.605 -6.953
30 H -2.757 -1.234 2.455
31 H -6.590 -0.648 -2.215
32 H 0.730 2.276 -8.331
33 C 0.139 -0.533 5.524
34 H -1.313 1.562 0.096
35 C 1.157 -2.235 3.951
36 H -1.117 5.771 -2.086
37 H -7.176 -2.459 2.750
38 H 0.601 5.584 -1.835
39 H -6.395 0.545 -3.504
40 H 0.828 -0.893 -5.437
41 H -0.680 -1.162 7.451
42 H 4.085 3.082 -3.088
43 C 2.360 0.218 -3.608
44 C 4.478 0.904 0.882
45 C -4.050 -0.148 -1.030
46 C -4.178 -0.979 -3.394
47 H 4.101 -3.488 2.157
48 O 1.213 -2.512 0.305
49 S 4.997 -2.315 -3.542
50 H -4.392 2.314 -2.369
51 H -4.190 -0.734 4.080
52 C 0.332 -1.133 4.134
53 C -4.511 -0.793 1.275
54 H 6.075 0.724 -3.578
55 H -0.798 1.140 6.508
56 H 2.684 3.388 -1.243
57 C 5.895 -1.162 -1.098
58 C 5.149 -0.899 -4.659
59 C 5.119 0.501 -4.063
60 H 1.601 -4.885 4.595
61 C 1.078 1.879 -7.385
62 H -1.741 0.513 5.152
63 H 0.170 4.493 0.367
64 H 5.153 -0.948 1.767
65 H -2.908 1.483 -2.896
66 H -2.832 3.553 -1.271
67 H 0.038 -2.476 6.504
68 C 1.496 -0.160 6.134
69 C -1.966 4.710 0.350
70 H -1.979 4.623 1.439
71 H -5.888 -3.116 1.717
72 H -6.874 0.516 1.781
73 Ba 0.514 -0.787 -1.496
74 C 1.895 2.626 -6.544
75 C 2.330 2.124 -5.328
76 C 2.077 -4.172 2.578
77 C -4.954 -0.401 0.026
78 H -6.458 1.066 -1.813
79 H -5.714 0.981 3.021
80 C 0.861 -2.198 1.519
81 O 0.574 1.740 -1.370
82 C -2.397 3.384 -0.283
83 H 2.943 2.755 -4.699
84 C -0.155 -1.188 1.732
85 H -3.176 2.890 0.301
86 C -2.673 -0.278 -0.822
87 C -4.567 0.159 -2.440
88 C -6.358 0.169 2.677
89 C -5.524 -1.087 2.388
90 H 4.966 1.229 -4.865
91 H 7.193 -1.708 -2.739
92 C -0.549 -1.559 6.438
93 H 0.177 -5.229 2.549
94 C -0.330 -0.654 3.005
95 C 4.348 -0.610 1.106
96 H 1.362 0.323 7.108
97 H -4.621 -1.917 -3.052
98 H -2.702 5.477 0.084
99 C -3.994 1.483 -2.959
100 H 1.620 -2.691 4.817
101 H -4.258 -2.415 3.575
102 H 5.310 1.124 0.213
103 H 0.778 -4.765 0.950
104 H -6.017 -0.302 -0.153
105 C -0.334 2.568 -1.322
106 S 4.303 -1.612 -0.392
107 N -0.825 -0.742 0.593
108 H 1.518 -6.133 1.811
109 C -2.179 -0.632 0.508
110 H 5.894 -0.120 -1.427
111 H -4.550 -0.770 -4.404
112 C 1.983 0.824 -4.857
113 H 4.288 -1.021 -5.320
114 H -1.044 0.157 3.086
115 C -3.134 -0.916 1.493
116 H 3.193 -4.127 4.459
117 C -0.729 0.725 5.498
118 H 2.920 -5.736 3.779
119 H 4.250 3.492 -0.478
120 C -6.463 -2.219 1.953
121 H 6.055 -1.011 -5.261
122 H 3.411 -0.834 1.626
123 H -5.623 -1.706 4.451
124 C 2.464 -4.754 3.939
125 H 5.334 2.263 -2.154
126 N -1.291 2.459 -0.386
127 H -7.107 -0.032 3.452
128 H 6.675 -1.266 -0.335
129 H -0.365 6.152 0.278
130 C 6.265 -2.061 -2.281
131 C 3.341 -4.139 1.716

Its HOMO energy is -0.0130 Ha. The charge is -2. The total energy is -105141.1488 eV. The value obtained for the frontier orbital gap is 4.014 eV.


No. 3
Molecular formula: C49H72O39
Method: DFT, ωB97M-V/def2-TZVPD

Geometry (Å):
1 H -0.822 5.059 -3.949
2 O 4.568 -1.605 -3.552
3 H 4.847 1.784 -5.967
4 H -6.214 -0.666 -1.957
5 H 2.133 0.997 -7.743
6 H -8.989 -0.232 5.106
7 H 4.984 -2.100 7.142
8 O -0.027 -6.396 3.516
9 O 2.865 1.950 5.265
10 H 0.325 -2.384 1.149
11 C -2.872 4.244 -3.344
12 C -4.331 -1.838 -9.494
13 H 8.924 -0.231 4.825
14 H -3.616 5.599 -1.917
15 H 3.352 5.558 0.780
16 C 4.476 7.167 -1.286
17 C -2.528 1.100 -9.724
18 C -1.366 -7.900 -1.908
19 O 6.560 5.691 -3.556
20 H 1.416 0.528 -6.159
21 H -7.894 -3.450 -3.599
22 O -5.830 2.931 -4.209
23 C 2.170 4.101 7.886
24 C 0.138 -6.174 -1.850
25 H 3.825 4.082 0.030
26 O -0.767 -0.784 -2.401
27 H -2.109 5.128 -5.177
28 O 2.459 1.854 7.422
29 H -0.839 -0.548 1.737
30 C -2.780 4.598 3.158
31 C 4.059 5.720 -1.216
32 C -8.020 -0.331 4.615
33 C -6.576 -1.691 -1.885
34 O 10.269 0.769 1.977
35 H 9.842 1.238 4.503
36 H 2.368 -1.203 1.989
37 H -2.524 6.667 2.454
38 O -5.026 4.798 -3.183
39 C 4.522 -4.202 6.542
40 H -2.618 -0.757 -7.101
41 H -1.152 5.551 2.148
42 H -7.820 0.678 4.255
43 C 4.715 -2.678 6.257
44 O 2.374 3.875 6.491
45 H 3.450 -4.387 6.606
46 H -2.541 -7.146 2.766
47 H 2.695 -0.380 0.491
48 C 1.851 2.667 8.378
49 C 2.171 0.295 -6.910
50 O 5.045 5.124 -2.083
51 C 3.582 0.242 -6.270
52 H -3.614 6.327 -3.520
53 O -3.665 3.379 -4.028
54 C -6.834 -0.969 5.371
55 H 4.202 0.017 -7.138
56 O -3.435 4.380 1.956
57 O 5.712 -2.706 5.302
58 O 10.537 2.212 0.197
59 H 2.318 2.727 9.361
60 C -4.735 3.993 2.279
61 O 3.665 -0.893 -5.485
62 C 7.994 1.168 2.390
63 H 1.840 -6.866 -3.085
64 H 2.167 -6.527 -1.414
65 O -4.547 0.853 7.198
66 C -3.843 4.805 4.202
67 O 8.594 1.866 1.236
68 O -0.198 -7.485 -1.394
69 C -0.660 -5.370 4.091
70 O -1.966 -5.817 4.340
71 C -2.138 -7.128 3.778
72 O -5.999 -2.302 -0.720
73 C 9.879 1.629 1.061
74 C -5.541 -1.094 4.621
75 H 10.566 -0.367 4.331
76 O -5.589 3.671 1.415
77 H -1.400 6.093 3.772
78 H -0.250 -6.174 -3.980
79 O 0.553 -1.639 -0.781
80 H -5.215 -1.982 -3.624
81 C -3.744 5.390 -2.979
82 H -2.391 3.814 -2.465
83 H 4.725 7.547 -0.295
84 C -7.018 -2.971 -4.037
85 C 5.726 6.004 -2.724
86 H -1.941 1.619 -8.968
87 C 1.607 -6.170 -2.279
88 H 7.158 0.529 2.103
89 H 5.107 5.051 0.601
90 C -4.951 3.677 -3.890
91 C -1.732 4.582 -4.313
92 C 9.207 0.191 2.707
93 H 7.749 1.908 3.152
94 C -1.931 5.844 2.853
95 C -0.375 -0.757 -1.269
96 H 2.813 -2.201 0.685
97 C 2.260 -1.289 0.908
98 O 5.605 7.167 -2.117
99 H 1.350 4.820 7.901
100 H 1.975 -5.171 -2.514
101 H 9.032 -0.825 2.353
102 O -3.532 -1.004 -10.175
103 C -5.975 -2.500 -3.039
104 C -0.191 -0.317 0.892
105 O -0.906 -0.036 -0.270
106 H 3.844 -2.224 5.784
107 O -4.322 -1.429 -8.210
108 C -2.718 -0.293 -9.259
109 H -0.078 -5.514 -1.010
110 O 6.570 -4.190 3.862
111 H -5.466 -0.509 3.705
112 C -5.200 0.190 6.394
113 H 0.790 2.446 8.487
114 H -2.114 3.774 3.413
115 O -5.424 -3.640 -2.384
116 H -1.267 -5.086 -3.008
117 C 4.241 -0.687 -4.355
118 H 2.997 5.678 -1.458
119 O -4.489 -4.044 -0.364
120 H -0.385 -8.270 4.356
121 O 5.037 -4.736 5.362
122 H -2.711 -7.776 4.442
123 C 4.122 5.125 0.141
124 H -1.465 3.717 -4.921
125 O -4.986 4.242 3.554
126 H 3.658 7.701 -1.769
127 O -0.210 -4.229 4.273
128 H -3.481 1.591 -9.923
129 H 3.174 1.995 -5.244
130 O 4.539 0.590 -4.278
131 O -6.489 -0.092 6.423
132 H -1.739 -0.772 -9.238
133 H -3.499 4.268 5.086
134 H 0.343 0.566 1.244
135 C -0.776 -7.572 3.615
136 C -0.815 -6.077 -3.053
137 C -3.303 -0.493 -7.907
138 H -8.237 -0.911 3.718
139 H -7.498 -2.119 -4.518
140 H -3.996 5.844 4.491
141 H 3.036 4.548 8.374
142 H -0.678 -8.117 2.676
143 H -2.078 1.138 -10.716
144 O -4.661 -0.513 5.496
145 H 4.947 -4.563 7.478
146 C 2.514 2.521 6.259
147 C 5.837 -3.907 4.807
148 O -5.100 -2.686 -9.963
149 H 1.848 -0.641 -7.366
150 O -1.902 -8.988 -1.653
151 H -7.094 -1.972 5.710
152 H -6.535 -3.657 -4.733
153 C 0.698 -1.512 0.612
154 H -3.869 0.359 -7.531
155 H -7.659 -1.814 -1.862
156 H -5.338 -2.147 4.430
157 C 9.662 0.219 4.162
158 C -5.231 -3.351 -1.113
159 C 4.043 1.350 -5.372
160 O -1.837 -6.942 -2.742

Its HOMO energy is -0.3821 Ha. The total energy is -131829.1645 eV. The value obtained for the frontier orbital gap is 9.887 eV.